{"formula": "C40H39BrN6O3SrTe", "method": "the ωB97M-V functional and the def2-TZVPD basis", "max_force_ha_per_bohr": 0.017, "charge": 0, "lumo_energy_ev": 0.01, "orbital_gap_ha": 0.27690, "symbols": ["Sr", "C", "C", "N", "N", "C", "O", "C", "C", "C", "C", "C", "C", "C", "C", "C", "C", "C", "N", "H", "H", "H", "H", "H", "H", "H", "H", "H", "H", "H", "H", "C", "C", "C", "C", "C", "C", "C", "C", "C", "C", "O", "O", "H", "H", "H", "H", "H", "H", "H", "H", "H", "H", "H", "C", "Te", "C", "C", "C", "C", "C", "C", "C", "H", "H", "H", "H", "H", "H", "H", "H", "N", "C", "C", "N", "C", "H", "H", "H", "H", "Br", "C", "C", "C", "C", "N", "C", "H", "H", "H", "H"], "xyz": [[0.620, -0.505, 0.155], [2.358, 3.441, 2.570], [1.929, 2.048, 2.193], [1.845, 1.643, 0.971], [2.147, 2.512, -0.012], [2.167, 1.920, -1.206], [1.978, 0.696, -1.438], [2.418, 2.846, -2.357], [2.798, 4.172, -2.155], [2.984, 5.019, -3.234], [2.783, 4.556, -4.526], [2.410, 3.237, -4.737], [2.236, 2.388, -3.657], [1.622, 1.071, 3.237], [1.729, 1.386, 4.599], [1.472, 0.417, 5.550], [1.127, -0.861, 5.136], [1.047, -1.095, 3.772], [1.268, -0.164, 2.854], [2.516, 4.014, 1.663], [3.283, 3.419, 3.150], [1.598, 3.933, 3.183], [2.943, 4.524, -1.144], [3.279, 6.048, -3.070], [2.909, 5.225, -5.368], [2.249, 2.873, -5.744], [1.946, 1.356, -3.812], [2.024, 2.380, 4.908], [1.559, 0.651, 6.604], [0.935, -1.659, 5.839], [0.818, -2.084, 3.394], [-2.216, -7.851, 3.684], [-1.751, -6.570, 3.047], [-2.203, -5.340, 3.497], [-1.806, -4.148, 2.901], [-2.375, -2.857, 3.432], [-0.890, -4.184, 1.838], [-0.424, -5.419, 1.367], [0.492, -5.549, 0.176], [-0.870, -6.587, 1.974], [-0.390, -2.889, 1.221], [-1.219, -2.005, 0.887], [0.851, -2.749, 1.058], [-2.599, -7.675, 4.688], [-1.404, -8.576, 3.748], [-3.017, -8.305, 3.096], [-2.888, -5.303, 4.338], [-2.902, -3.034, 4.370], [-3.074, -2.427, 2.716], [-1.601, -2.110, 3.603], [1.131, -4.679, 0.063], [-0.098, -5.669, -0.736], [1.117, -6.437, 0.275], [-0.505, -7.539, 1.603], [-1.438, 1.622, -3.407], [-1.795, 1.589, -1.265], [-0.988, 3.582, -1.305], [-0.967, 3.996, -2.750], [-0.701, 5.320, -3.092], [-0.687, 5.723, -4.416], [-0.931, 4.797, -5.421], [-1.179, 3.476, -5.090], [-1.198, 3.065, -3.760], [-2.307, 1.223, -3.928], [-0.569, 1.010, -3.656], [0.012, 3.586, -0.870], [-1.642, 4.223, -0.716], [-0.506, 6.041, -2.306], [-0.484, 6.757, -4.665], [-0.924, 5.104, -6.459], [-1.361, 2.746, -5.871], [-1.560, 2.466, 3.917], [-1.915, 1.146, 3.799], [-1.886, 0.889, 2.459], [-1.517, 2.012, 1.770], [-1.324, 2.944, 2.671], [-1.475, 2.982, 4.774], [-2.142, 0.528, 4.649], [-2.096, -0.040, 1.950], [-1.025, 3.960, 2.473], [1.604, -1.640, -5.973], [0.575, -2.167, -4.466], [-0.410, -3.134, -4.583], [-1.147, -3.456, -3.454], [-0.873, -2.796, -2.265], [0.085, -1.877, -2.166], [0.805, -1.564, -3.240], [-0.595, -3.616, -5.533], [-1.927, -4.203, -3.497], [-1.438, -2.991, -1.361], [1.571, -0.808, -3.110]], "atomic_forces_ev_per_a": [[0.0715, 0.3700, 0.1392], [-0.0570, -0.1761, 0.0014], [0.1752, 0.5433, -0.6386], [0.0059, -0.1927, 0.6952], [0.1288, 0.4167, -0.4201], [0.0669, 0.2855, 0.1344], [0.0962, -0.1245, -0.3793], [0.0167, 0.0752, -0.0474], [0.0070, -0.0267, 0.0576], [0.0031, 0.0147, 0.0067], [-0.0119, 0.0157, -0.0787], [0.0208, 0.0457, -0.0441], [-0.0236, -0.1078, 0.1035], [-0.1290, -0.4275, 0.6577], [0.0424, 0.1705, -0.2387], [-0.0567, -0.2007, -0.0140], [0.0358, 0.1516, 0.0428], [0.0089, -0.0852, 0.0624], [-0.0291, -0.0487, -0.2253], [0.0194, 0.0323, 0.0237], [0.0129, 0.0200, -0.0064], [-0.0074, -0.0050, 0.0150], [-0.0049, -0.0065, 0.0071], [-0.0016, -0.0041, 0.0168], [0.0104, -0.0067, 0.0007], [-0.0095, -0.0054, 0.0050], [0.0057, 0.0044, 0.0059], [-0.0026, 0.0003, -0.0429], [-0.0026, 0.0108, 0.0020], [0.0069, -0.0005, 0.0053], [-0.0208, 0.0104, -0.0092], [0.0002, 0.0041, -0.0089], [0.0589, -0.0091, -0.0679], [-0.0355, 0.0278, 0.0006], [0.0619, 0.0882, -0.0268], [-0.0369, -0.0408, -0.0316], [-0.0115, 0.0660, 0.0109], [0.0095, 0.0376, -0.0509], [0.0255, 0.0264, -0.0057], [-0.0339, -0.0138, 0.0704], [-0.0443, -0.6019, 0.0967], [-0.5965, 0.0178, 0.0880], [0.2339, -0.3308, 0.1795], [-0.0029, -0.0075, 0.0033], [-0.0069, -0.0085, 0.0031], [-0.0008, -0.0093, 0.0086], [0.0009, 0.0168, -0.0056], [0.0297, 0.0044, -0.0149], [-0.0131, 0.0354, -0.0132], [0.0429, 0.0663, 0.0156], [0.0022, -0.0605, -0.0204], [0.0067, 0.0199, -0.0189], [-0.0062, -0.0078, -0.0056], [0.0011, -0.0020, -0.0032], [-0.1007, -0.0290, 0.3121], [0.1393, 0.1163, -0.4121], [-0.0515, -0.2571, 0.0381], [0.0348, 0.1065, -0.0665], [-0.0197, 0.0134, -0.0231], [0.0170, 0.0410, 0.0337], [-0.0147, -0.0525, -0.0411], [-0.0194, 0.0239, -0.0316], [-0.0004, -0.0060, 0.0022], [0.0100, -0.0142, 0.0074], [-0.0135, -0.0035, 0.0839], [-0.0096, -0.0354, 0.0507], [0.0074, -0.0038, 0.0236], [-0.0031, 0.0001, -0.0009], [-0.0008, -0.0024, 0.0049], [-0.0007, -0.0021, 0.0013], [-0.0001, 0.0034, -0.0029], [0.0479, 0.1175, 0.1029], [0.0008, -0.0382, -0.1554], [-0.0858, -0.2037, 0.1675], [0.0778, 0.2547, -0.1766], [-0.0620, -0.1682, -0.0405], [0.0062, 0.0030, -0.0022], [0.0005, 0.0100, 0.0075], [-0.0251, -0.0356, 0.0415], [0.0077, 0.0182, 0.0258], [-0.1295, -0.0699, 0.2057], [0.0576, 0.0252, -0.1265], [0.0339, 0.0209, -0.0365], [0.0466, 0.0665, 0.0570], [-0.0644, -0.0830, -0.1437], [0.0508, 0.1527, 0.2321], [0.0192, -0.0213, -0.1877], [-0.0080, -0.0011, 0.0001], [-0.0109, 0.0033, 0.0030], [0.0041, -0.0266, -0.0061], [-0.0044, 0.0092, 0.0116]]}